No. 1
Entry from the Open Molecules 2025 dataset: a 8-piece molecular cluster, C5H25NO9 overall in a non-equilibrium geometry (ωB97M-V with the def2-TZVPD basis set).

ΔE to the lowest compared entry with this formula, charge and spin = 10.8 kcal per mole
Gap between HOMO and LUMO = 10.0546 eV
Max |F| = 3.0 eV/A
HOMO level = -9.8381 eV
SMILES string = CCCCNC(=O)O.O.O.O.O.O.O.O

Geometry as XYZ:
```
40
C5H25NO9, DFT ωB97M-V with the def2-TZVPD basis set
O -1.254 1.055 -3.897
O -0.491 -0.550 2.888
O -2.793 -1.235 1.672
O 0.288 -2.073 -0.490
O -1.353 -1.124 -1.654
O -1.721 1.118 0.690
O -1.630 -3.410 0.386
O 0.169 -3.352 3.777
O -3.384 0.525 -1.314
N 0.716 -0.195 -1.694
C 2.936 3.098 0.735
C 2.314 1.766 0.434
C -0.192 -1.141 -1.258
C 2.133 -0.114 -1.259
C 2.611 1.289 -1.002
H -2.553 -0.325 1.364
H -2.214 0.913 -0.156
H 2.155 3.884 0.644
H -0.499 0.941 -4.484
H 2.136 1.951 -1.718
H 3.283 3.204 1.768
H -3.260 1.304 -1.875
H -1.658 -2.708 1.053
H 1.204 1.819 0.562
H -0.301 -0.135 2.036
H 0.683 -2.564 3.585
H 3.804 3.318 0.091
H -0.369 -2.872 -0.262
H 0.419 0.768 -1.835
H 3.696 1.451 -1.165
H -2.691 -0.083 -1.670
H -2.171 1.847 1.128
H -1.052 0.111 3.307
H 2.797 -0.510 -2.086
H -1.730 0.223 -4.011
H 2.533 0.903 1.092
H -2.381 -3.237 -0.196
H -0.529 -3.439 3.124
H 2.354 -0.861 -0.445
H -2.004 -1.560 2.134
```



No. 2
Entry from the Open Molecules 2025 dataset: a 7-piece molecular cluster, C5H27N2O6S overall in a non-equilibrium geometry (ωB97M-V with the def2-TZVPD basis set).

Charge = +1
ΔE to the lowest compared entry with this formula, charge and spin = 57.4 kcal per mole
Gap between HOMO and LUMO = 9.8320 eV
Max |F| = 2.4 eV/A
HOMO level = -12.2566 eV

Geometry as XYZ:
```
41
C5H27N2O6S, DFT ωB97M-V with the def2-TZVPD basis set
S 1.313 1.280 3.005
O 2.538 -1.044 -3.188
O -1.345 -2.867 -0.865
O 1.044 -3.337 0.644
O 2.925 -3.253 -1.535
O 2.872 -0.131 0.548
O -3.485 -0.739 -0.364
N 1.227 1.116 -1.229
N -0.977 1.248 0.115
C -1.206 1.520 1.559
C -2.723 1.432 1.915
C -0.273 0.563 2.386
C 0.642 2.486 -1.350
C -0.835 2.384 -0.792
H 2.118 -3.680 -1.875
H 1.726 0.874 -2.111
H -1.047 3.347 -0.275
H 2.648 -3.294 -0.600
H 3.715 -0.032 1.016
H 0.511 2.808 -2.421
H -1.814 -2.362 -0.193
H -3.101 0.442 2.047
H 2.530 -1.798 -2.561
H 2.351 -0.424 1.321
H 3.453 -1.152 -3.483
H -4.303 -0.862 -0.866
H 1.831 1.046 -0.395
H -3.817 -0.208 0.377
H 0.021 -0.136 1.581
H 1.213 3.221 -0.773
H -0.821 2.491 1.921
H -3.348 1.949 1.203
H -1.685 0.598 -0.193
H -0.772 0.107 3.253
H 0.983 -4.255 0.941
H 1.359 2.366 2.234
H -1.511 2.375 -1.665
H -2.780 1.907 2.903
H 0.100 -3.105 0.585
H 0.626 0.281 -1.229
H -1.904 -3.165 -1.592
```



No. 3
Entry from the Open Molecules 2025 dataset: a 9-piece molecular cluster, C5H27NO10 overall in a non-equilibrium geometry (ωB97M-V with the def2-TZVPD basis set).

Charge = -1
ΔE to the lowest compared entry with this formula, charge and spin = 0.0 kcal per mole
Gap between HOMO and LUMO (spin up / spin down) = 3.1242 / 9.8381 eV
Max |F| = 1.8 eV/A
HOMO level (spin up / spin down) = -0.2307 / -7.0650 eV
Multiplicity = 2

Geometry as XYZ:
```
43
C5H27NO10, DFT ωB97M-V with the def2-TZVPD basis set
O -3.393 0.683 0.401
O 1.921 -1.082 -0.152
O 3.553 0.121 1.577
O -1.964 2.073 -1.763
O 2.350 2.374 3.260
O -1.815 -0.690 3.267
O 4.095 1.252 -0.843
O 0.272 -2.427 2.395
O -3.790 -1.693 1.438
O 0.745 1.767 -3.135
N -0.753 0.262 -1.154
C -0.290 -1.764 -2.452
C -1.291 1.470 -0.938
C -1.036 2.097 0.420
C 0.711 0.335 -3.112
C -0.572 -0.250 -2.515
H 1.712 -1.990 -0.388
H 0.029 -2.224 -3.384
H 3.496 0.556 -1.126
H -1.173 1.444 1.283
H 0.692 -0.023 -4.151
H -3.651 -2.653 1.412
H 1.613 0.060 -2.577
H -0.995 -2.418 -1.947
H 2.129 1.565 2.776
H -3.929 1.127 -0.256
H -0.097 2.613 0.636
H -0.521 -2.815 1.981
H 1.843 2.288 4.070
H 3.566 1.974 -0.533
H 3.617 -0.442 0.808
H -3.912 0.379 1.149
H -1.080 -1.306 3.156
H -1.807 2.858 0.530
H -0.126 2.054 -2.861
H -0.110 -0.141 -0.503
H 1.475 -0.761 0.639
H -3.394 -1.416 0.595
H 4.322 0.686 1.619
H -1.476 -0.033 -3.078
H 0.802 -3.095 2.841
H 0.698 -1.898 -2.009
H -2.465 -0.918 2.626
```



No. 4
Entry from the Open Molecules 2025 dataset: a 8-piece molecular cluster, C5H27NO7 overall in a non-equilibrium geometry (ωB97M-V with the def2-TZVPD basis set).

Charge = +1
ΔE to the lowest compared entry with this formula, charge and spin = 0.0 kcal per mole
Gap between HOMO and LUMO (spin up / spin down) = 11.4037 / 6.2524 eV
Max |F| = 4.1 eV/A
HOMO level (spin up / spin down) = -14.0696 / -14.0184 eV
Multiplicity = 2

Geometry as XYZ:
```
40
C5H27NO7, DFT ωB97M-V with the def2-TZVPD basis set
O 2.435 1.120 -0.044
O 2.732 -1.427 0.832
O -0.282 1.531 -2.544
O 1.951 0.074 -2.518
O -1.907 2.325 1.690
O 1.291 -2.060 -1.380
O 0.135 2.653 -0.065
N -1.057 -0.549 -0.818
C -0.047 -0.519 2.744
C -2.208 -1.278 -1.327
C -0.884 -1.137 1.627
C -1.182 -0.054 0.556
C -2.180 -1.714 2.216
H -0.468 0.771 0.633
H 0.840 -0.023 2.364
H 2.232 -1.598 1.635
H -0.834 0.251 -1.441
H -2.164 0.402 0.735
H 2.605 -0.092 -3.217
H -0.615 0.246 3.271
H -0.370 2.050 -3.357
H 1.653 -0.818 -2.123
H 0.377 -1.843 -1.131
H -2.796 -2.188 1.455
H -3.116 -0.661 -1.270
H -0.079 2.377 -0.982
H -2.318 3.200 1.723
H 0.247 -1.273 3.485
H 1.830 -2.001 -0.538
H -2.025 -1.591 -2.349
H 2.644 -0.459 0.687
H 3.246 1.661 -0.055
H 0.543 0.997 -2.638
H -2.381 -2.183 -0.735
H -1.160 2.436 1.056
H -1.943 -2.506 2.929
H -0.350 -1.969 1.142
H -2.747 -0.916 2.684
H 0.983 2.202 0.139
H 2.291 0.803 -0.969
```



No. 5
Entry from the Open Molecules 2025 dataset: a 9-piece molecular cluster, C5H27NO8 overall in a non-equilibrium geometry (ωB97M-V with the def2-TZVPD basis set).

ΔE to the lowest compared entry with this formula, charge and spin = 59.6 kcal per mole
Gap between HOMO and LUMO = 8.1991 eV
Max |F| = 2.6 eV/A
HOMO level = -8.2606 eV
SMILES string = C/C=C(\C)NC.O.O.O.O.O.O.O.O

Geometry as XYZ:
```
41
C5H27NO8, DFT ωB97M-V with the def2-TZVPD basis set
O 0.754 -2.978 0.439
O 2.544 -1.078 -2.634
O 0.729 -1.883 2.946
O 0.351 -2.339 -1.880
O 0.573 1.003 -3.536
O 1.680 4.089 -0.112
O -0.421 3.516 1.583
O -2.211 -1.826 -1.372
N 0.599 0.757 1.269
C -0.793 1.073 -0.783
C -3.060 0.127 1.399
C 1.807 0.337 0.485
C -1.560 -0.083 1.345
C -0.626 0.532 0.603
H 0.810 4.376 0.237
H 2.154 1.170 -0.135
H -1.292 3.761 1.250
H 0.767 -3.422 1.286
H 3.029 -1.880 -2.425
H 1.227 1.643 -3.223
H 0.900 -3.125 -1.807
H 1.136 0.424 -4.063
H -0.323 0.480 -1.604
H -2.205 -1.645 -0.408
H 1.336 -2.350 3.538
H 1.635 -0.602 -0.101
H -0.559 -2.591 -1.633
H -1.835 0.919 -1.066
H 1.639 -1.379 -2.831
H 0.402 -2.092 0.382
H 1.701 3.299 0.487
H 2.664 -0.024 1.141
H -0.338 2.072 -0.851
H -0.498 2.612 1.880
H -3.504 0.482 0.451
H -1.211 -0.824 2.076
H -2.003 -1.034 -1.874
H 0.705 0.364 2.194
H -3.458 -0.900 1.491
H 0.024 -1.753 3.599
H -3.273 0.773 2.256
```



No. 6
Entry from the Open Molecules 2025 dataset: a 10-piece molecular cluster, C5H29NO11 overall in a non-equilibrium geometry (ωB97M-V with the def2-TZVPD basis set).

ΔE to the lowest compared entry with this formula, charge and spin = 100.0 kcal per mole
Gap between HOMO and LUMO = 9.0809 eV
Max |F| = 3.3 eV/A
HOMO level = -9.0945 eV
SMILES string = O=CCCCNCO.O.O.O.O.O.O.O.O.O

Geometry as XYZ:
```
46
C5H29NO11, DFT ωB97M-V with the def2-TZVPD basis set
O 2.863 0.716 2.923
O 1.945 -2.173 -2.632
O 0.863 0.473 -0.966
O 2.987 -2.008 3.199
O 2.212 3.035 0.896
O -3.886 1.047 -1.457
O 0.070 2.949 -1.312
O -0.343 0.854 3.106
O -0.094 -3.706 -2.813
O -0.512 -1.728 4.298
O -1.603 3.264 0.687
N -0.269 -1.477 -0.217
C -1.942 0.136 -2.606
C -1.719 -1.179 -0.406
C 0.568 -0.409 0.177
C -2.199 -1.196 -1.887
C -2.880 1.231 -2.079
H -0.899 0.481 -2.600
H -2.548 2.229 -2.443
H 0.461 -1.736 4.383
H 1.025 3.081 -1.313
H -0.076 0.278 0.825
H -0.906 0.618 3.854
H -0.579 -1.768 3.334
H 1.271 3.257 0.865
H 3.111 -2.293 2.278
H -1.878 -0.188 0.040
H 1.539 0.144 -1.569
H 3.452 -1.175 3.051
H 2.702 3.865 0.887
H -1.605 3.158 -0.274
H -1.995 4.142 0.802
H 1.955 -2.990 -3.153
H -3.278 -1.316 -1.752
H 2.505 -2.506 -1.911
H 1.421 -0.636 0.773
H 0.063 -2.026 -0.986
H -1.952 -2.049 -2.504
H 0.006 1.974 -1.134
H 0.295 -3.307 -2.041
H -0.211 -3.104 -3.549
H 3.253 1.571 2.724
H -0.668 1.721 2.831
H 1.946 0.694 3.191
H -2.308 -1.920 0.153
H -2.164 -0.031 -3.676
```



Copy entry 2 word for word.
Entry from the Open Molecules 2025 dataset: a 7-piece molecular cluster, C5H27N2O6S overall in a non-equilibrium geometry (ωB97M-V with the def2-TZVPD basis set).

Charge = +1
ΔE to the lowest compared entry with this formula, charge and spin = 57.4 kcal per mole
Gap between HOMO and LUMO = 9.8320 eV
Max |F| = 2.4 eV/A
HOMO level = -12.2566 eV

Geometry as XYZ:
```
41
C5H27N2O6S, DFT ωB97M-V with the def2-TZVPD basis set
S 1.313 1.280 3.005
O 2.538 -1.044 -3.188
O -1.345 -2.867 -0.865
O 1.044 -3.337 0.644
O 2.925 -3.253 -1.535
O 2.872 -0.131 0.548
O -3.485 -0.739 -0.364
N 1.227 1.116 -1.229
N -0.977 1.248 0.115
C -1.206 1.520 1.559
C -2.723 1.432 1.915
C -0.273 0.563 2.386
C 0.642 2.486 -1.350
C -0.835 2.384 -0.792
H 2.118 -3.680 -1.875
H 1.726 0.874 -2.111
H -1.047 3.347 -0.275
H 2.648 -3.294 -0.600
H 3.715 -0.032 1.016
H 0.511 2.808 -2.421
H -1.814 -2.362 -0.193
H -3.101 0.442 2.047
H 2.530 -1.798 -2.561
H 2.351 -0.424 1.321
H 3.453 -1.152 -3.483
H -4.303 -0.862 -0.866
H 1.831 1.046 -0.395
H -3.817 -0.208 0.377
H 0.021 -0.136 1.581
H 1.213 3.221 -0.773
H -0.821 2.491 1.921
H -3.348 1.949 1.203
H -1.685 0.598 -0.193
H -0.772 0.107 3.253
H 0.983 -4.255 0.941
H 1.359 2.366 2.234
H -1.511 2.375 -1.665
H -2.780 1.907 2.903
H 0.100 -3.105 0.585
H 0.626 0.281 -1.229
H -1.904 -3.165 -1.592
```



Look up the max |F| of the fifth one. 2.6 eV/A



Repeat the second record exactly.
Entry from the Open Molecules 2025 dataset: a 7-piece molecular cluster, C5H27N2O6S overall in a non-equilibrium geometry (ωB97M-V with the def2-TZVPD basis set).

Charge = +1
ΔE to the lowest compared entry with this formula, charge and spin = 57.4 kcal per mole
Gap between HOMO and LUMO = 9.8320 eV
Max |F| = 2.4 eV/A
HOMO level = -12.2566 eV

Geometry as XYZ:
```
41
C5H27N2O6S, DFT ωB97M-V with the def2-TZVPD basis set
S 1.313 1.280 3.005
O 2.538 -1.044 -3.188
O -1.345 -2.867 -0.865
O 1.044 -3.337 0.644
O 2.925 -3.253 -1.535
O 2.872 -0.131 0.548
O -3.485 -0.739 -0.364
N 1.227 1.116 -1.229
N -0.977 1.248 0.115
C -1.206 1.520 1.559
C -2.723 1.432 1.915
C -0.273 0.563 2.386
C 0.642 2.486 -1.350
C -0.835 2.384 -0.792
H 2.118 -3.680 -1.875
H 1.726 0.874 -2.111
H -1.047 3.347 -0.275
H 2.648 -3.294 -0.600
H 3.715 -0.032 1.016
H 0.511 2.808 -2.421
H -1.814 -2.362 -0.193
H -3.101 0.442 2.047
H 2.530 -1.798 -2.561
H 2.351 -0.424 1.321
H 3.453 -1.152 -3.483
H -4.303 -0.862 -0.866
H 1.831 1.046 -0.395
H -3.817 -0.208 0.377
H 0.021 -0.136 1.581
H 1.213 3.221 -0.773
H -0.821 2.491 1.921
H -3.348 1.949 1.203
H -1.685 0.598 -0.193
H -0.772 0.107 3.253
H 0.983 -4.255 0.941
H 1.359 2.366 2.234
H -1.511 2.375 -1.665
H -2.780 1.907 2.903
H 0.100 -3.105 0.585
H 0.626 0.281 -1.229
H -1.904 -3.165 -1.592
```